Entry 1:
{
  "formula": "C23H26N7O5RuS2Se2",
  "method": "wB97M-V/def2-TZVPD",
  "elements": ["Ru", "N", "C", "S", "N", "N", "C", "C", "C", "C", "C", "C", "C", "O", "H", "H", "H", "H", "H", "H", "H", "O", "C", "C", "C", "O", "C", "Se", "C", "Se", "H", "H", "H", "H", "H", "H", "H", "H", "H", "H", "N", "C", "C", "C", "C", "C", "C", "S", "O", "O", "N", "C", "N", "C", "C", "C", "N", "H", "H", "H", "H", "H", "H", "H", "H", "H"],
  "coordinates": [[0.56227, -0.42530, 0.35122], [0.44995, 2.34927, -2.98230], [0.25838, 1.54733, -1.87216], [1.64348, 0.61728, -1.34180], [-0.91917, 1.54358, -1.34281], [-1.01692, 0.75442, -0.20408], [-2.12028, 0.86772, 0.43617], [-2.48672, 0.20918, 1.68178], [-3.67440, 0.65626, 2.27742], [-4.16263, 0.13964, 3.45976], [-3.43993, -0.88602, 4.07972], [-2.27649, -1.35907, 3.52116], [-1.74257, -0.83672, 2.31129], [-0.64842, -1.34734, 1.86073], [1.41791, 2.62336, -3.05783], [-0.13803, 3.16942, -2.92687], [-2.84950, 1.55824, 0.01480], [-4.21325, 1.45476, 1.77778], [-5.07743, 0.52188, 3.89629], [-3.79790, -1.31650, 5.00954], [-1.71314, -2.15731, 3.98963], [3.33388, -5.19582, -1.84428], [2.40667, -5.48582, -0.79640], [1.79352, -4.19976, -0.21696], [0.66763, -4.72674, 0.70259], [0.34856, -3.96683, 1.83668], [2.90490, -3.47843, 0.54670], [2.68714, -1.61153, 1.13370], [1.26356, -3.36885, -1.39450], [-0.28049, -2.22260, -1.05240], [3.61918, -6.02931, -2.22518], [2.91411, -6.03082, 0.01100], [1.59448, -6.11862, -1.18361], [0.98729, -5.69938, 1.10121], [-0.21927, -4.90534, 0.07611], [0.04920, -3.07507, 1.57869], [3.78770, -3.48150, -0.09324], [3.14096, -4.05605, 1.44497], [0.91368, -4.04915, -2.17706], [2.06092, -2.75886, -1.81628], [-5.07404, 5.13616, 2.48658], [-3.72174, 5.02255, 2.09155], [-3.39831, 4.64373, 0.79146], [-2.07390, 4.51652, 0.40697], [-1.05992, 4.78956, 1.31224], [-1.37175, 5.20161, 2.59970], [-2.69819, 5.31850, 2.98664], [0.63452, 4.52695, 0.83002], [0.69065, 4.86504, -0.57876], [1.45057, 5.34906, 1.69748], [0.85919, 2.95930, 0.93197], [0.84258, 2.31219, 2.08845], [0.97030, 0.94216, 2.06243], [1.13935, 0.31321, 3.22220], [1.13496, 0.96046, 4.44340], [0.88297, 2.31865, 4.39031], [0.74866, 2.98537, 3.26620], [-5.67432, 4.51922, 1.95816], [-5.19297, 4.95392, 3.47268], [-4.19273, 4.41541, 0.08760], [-1.81209, 4.17032, -0.58540], [-0.56460, 5.40923, 3.28584], [-2.94467, 5.62111, 3.99925], [1.25291, -0.76007, 3.14572], [1.25929, 0.42136, 5.37043], [0.77748, 2.90339, 5.30386]],
  "atomic_forces_ev_per_a": [[-0.1, -0.2, 0.3], [0.0, 0.2, 0.0], [0.1, -0.3, 0.2], [-0.1, 0.0, 0.2], [-0.1, 0.1, 0.0], [-0.1, -0.2, 0.0], [0.1, 0.1, -0.1], [0.1, 0.0, 0.0], [0.0, 0.0, 0.0], [0.0, 0.0, 0.0], [0.0, 0.0, -0.1], [0.0, 0.0, 0.0], [-0.2, 0.0, 0.0], [0.4, 0.3, -0.1], [0.1, 0.0, 0.0], [-0.1, 0.0, 0.0], [0.0, 0.0, 0.0], [0.0, 0.0, 0.0], [0.0, 0.0, 0.0], [0.0, 0.0, 0.0], [0.0, 0.0, 0.0], [0.0, 0.0, 0.0], [0.0, 0.0, 0.0], [0.0, -0.1, 0.0], [0.0, 0.0, 0.1], [0.1, -0.1, -0.1], [0.0, 0.0, 0.0], [0.0, 0.0, -0.2], [-0.1, -0.1, 0.0], [0.0, 0.2, -0.1], [0.0, 0.0, 0.0], [0.0, 0.0, 0.0], [0.0, 0.0, 0.0], [0.0, 0.0, 0.0], [0.0, 0.0, 0.0], [0.0, 0.0, 0.1], [0.0, 0.0, 0.0], [0.0, 0.0, 0.0], [0.0, 0.0, 0.0], [0.0, 0.0, 0.0], [0.0, 0.0, 0.0], [0.0, 0.0, 0.0], [0.0, -0.1, 0.0], [0.0, -0.1, 0.0], [0.1, 0.0, 0.1], [0.0, 0.0, -0.1], [0.0, 0.0, 0.0], [0.1, 0.1, -0.2], [-0.1, -0.1, 0.0], [0.0, 0.0, 0.1], [-0.2, -0.1, -0.3], [0.4, 0.1, 0.5], [-0.1, 0.2, -0.3], [-0.1, -0.1, 0.1], [0.0, 0.0, 0.0], [0.0, 0.0, 0.0], [-0.2, 0.0, 0.0], [0.0, 0.0, 0.0], [0.0, 0.0, 0.0], [0.0, 0.0, 0.0], [0.0, 0.0, 0.0], [0.0, 0.0, 0.0], [0.0, 0.0, 0.0], [0.0, 0.0, 0.1], [0.0, 0.0, 0.0], [0.0, 0.0, 0.0]],
  "spin_multiplicity": 2,
  "charge": -2,
  "relative_energy_kcal_mol": 0.0,
  "energy_ha": -7345.82312,
  "homo_energy_ha": [-0.048, -0.046],
  "s2": 0.757
}

***

Entry 2:
{
  "formula": "C23H27AgIN6O4P2S",
  "method": "wB97M-V/def2-TZVPD",
  "elements": ["C", "C", "N", "C", "C", "P", "N", "O", "C", "C", "C", "C", "I", "C", "P", "N", "O", "C", "C", "O", "C", "C", "C", "C", "C", "C", "C", "N", "C", "C", "C", "S", "C", "N", "N", "C", "O", "H", "H", "H", "H", "H", "H", "H", "H", "H", "H", "H", "H", "H", "H", "H", "H", "H", "H", "H", "H", "H", "H", "H", "H", "H", "H", "H", "Ag"],
  "coordinates": [[-1.56815, 4.17119, -1.33487], [-1.15404, 2.65385, -1.17713], [-1.90011, 1.93049, -0.31067], [-1.41464, 0.62987, -0.29773], [-2.16571, -0.34483, 0.59167], [-3.63877, 0.29971, 1.61250], [-2.93806, 1.35439, 2.83840], [-4.63276, 1.23709, 0.60106], [-1.82167, -1.75059, 0.71241], [-2.70436, -2.65483, 1.63315], [-4.16086, -2.94026, 1.08694], [-4.75368, -4.31138, 1.65095], [-4.48165, -5.99614, 0.32035], [-0.61790, -2.22529, -0.06761], [-0.17865, -4.03714, 0.08789], [-1.52544, -4.90768, -0.60086], [0.01889, -4.46535, 1.68001], [0.16259, -1.31657, -0.92555], [1.37289, -1.95049, -1.67796], [2.43067, -1.05587, -1.98850], [3.29501, -0.83033, -0.92061], [3.04013, -1.13719, 0.48673], [4.08942, -0.77752, 1.47117], [5.35387, -0.15615, 1.10956], [5.59672, 0.17536, -0.30463], [4.57568, -0.17337, -1.27376], [-0.26299, 0.11096, -1.04827], [0.47283, 0.91849, -1.90032], [0.01774, 2.17992, -1.98176], [0.79529, 3.13300, -2.95784], [1.73288, 4.18962, -2.17805], [3.30876, 3.45651, -1.54356], [3.09029, 3.32621, 0.24608], [3.47611, 4.16608, 1.22267], [3.03383, 3.54907, 2.35939], [2.44851, 2.38269, 2.06613], [2.45695, 2.18205, 0.68736], [-0.86030, 4.86032, -0.80097], [-2.60409, 4.28540, -0.90738], [-1.60644, 4.42648, -2.43065], [-2.80292, 0.83369, 3.70914], [-3.61164, 2.09951, 3.03713], [-5.14903, 1.78400, 1.22387], [-2.83265, -2.08772, 2.60016], [-2.24297, -3.63896, 1.90065], [-4.84668, -2.14614, 1.50211], [-4.26612, -2.88902, -0.02641], [-5.86511, -4.14864, 1.73876], [-4.38879, -4.52011, 2.68730], [-1.35754, -4.86788, -1.62458], [-1.43070, -5.91949, -0.39496], [-0.60062, -5.22194, 1.81594], [1.82988, -2.83087, -1.12714], [0.99367, -2.37128, -2.65035], [2.08165, -1.61834, 0.79959], [3.94608, -1.00979, 2.55897], [6.14859, 0.10289, 1.84482], [6.54061, 0.67290, -0.62392], [4.75791, 0.09310, -2.34744], [-0.00113, 3.67665, -3.60486], [1.42208, 2.47412, -3.62283], [2.02952, 5.08161, -2.86915], [1.14421, 4.54802, -1.29388], [1.98123, 1.62731, 2.73613], [0.74170, 5.68864, -3.80481]],
  "atomic_forces_ev_per_a": [[-0.3, -1.0, 0.1], [-0.2, 1.5, 0.1], [3.4, -0.7, -2.6], [-0.5, -3.0, 1.4], [1.3, 0.2, -1.3], [-1.0, -1.3, 0.9], [-0.3, 0.3, -1.1], [1.7, 0.0, 1.3], [0.3, 1.9, -0.8], [-0.2, 0.2, 0.0], [-0.6, -0.4, 0.6], [-0.6, 1.7, 0.1], [-0.1, 0.3, 0.6], [-0.3, 2.1, -0.3], [-0.9, 0.7, 0.7], [2.6, 0.0, 0.2], [-1.3, -0.1, -2.4], [-1.6, -1.2, 1.9], [0.0, 0.0, -0.6], [0.1, -0.6, 1.3], [2.3, 1.1, 1.7], [1.9, 1.0, -0.9], [0.6, 0.2, -1.2], [-1.5, -0.2, -1.9], [-2.4, -1.3, 0.8], [-0.2, 0.0, 0.9], [0.0, -0.5, 0.2], [-1.9, 1.6, 0.6], [-0.1, -0.9, 0.7], [-0.1, -0.4, 0.4], [-1.2, -1.0, 0.8], [-0.2, 0.2, 0.7], [0.0, 0.7, 0.1], [-1.6, -2.7, -2.2], [-1.0, -2.1, 0.7], [1.1, 2.0, -1.0], [0.4, 1.4, 1.4], [-0.7, -0.6, -0.4], [1.2, 0.0, -0.4], [0.0, -0.1, 1.0], [-0.2, 0.1, -0.4], [0.4, -0.1, 0.0], [-0.1, -0.2, -0.6], [0.2, -0.7, -0.9], [-0.1, 1.0, -0.4], [0.8, -0.7, -0.5], [0.3, -0.1, 0.9], [1.1, -0.6, -0.2], [-0.1, -0.1, -1.0], [-0.6, 0.3, 0.4], [-0.4, 0.5, 0.1], [0.6, 0.3, 0.5], [-0.8, 0.9, -0.2], [0.4, 0.6, 0.7], [1.1, 0.6, -0.1], [-0.1, 0.2, -1.3], [-1.0, -0.4, -0.5], [-0.9, -0.5, 0.3], [-0.3, -0.4, 1.1], [0.9, -0.9, 0.7], [-0.7, 0.8, 0.6], [1.3, -1.1, 1.5], [0.7, 0.1, -0.8], [0.6, 0.9, -0.8], [-1.3, 1.2, -1.1]],
  "spin_multiplicity": 2,
  "charge": 2,
  "energy_ha": -3046.88750,
  "homo_energy_ha": [-0.451, -0.451],
  "s2": 0.755
}

***

Entry 3:
{
  "formula": "C23H27BClNO4",
  "method": "wB97M-V/def2-TZVPD",
  "elements": ["C", "N", "C", "C", "Cl", "H", "H", "H", "H", "H", "H", "H", "C", "C", "C", "C", "C", "B", "C", "C", "C", "C", "C", "O", "C", "C", "C", "C", "C", "O", "C", "C", "C", "C", "C", "O", "O", "H", "H", "H", "H", "H", "H", "H", "H", "H", "H", "H", "H", "H", "H", "H", "H", "H", "H", "H", "H"],
  "coordinates": [[1.59928, -0.94058, -0.87184], [1.26602, -1.09955, 0.54192], [1.44855, 0.17233, 1.29129], [0.52430, -2.10777, 0.96058], [-1.94008, -0.14627, 1.05331], [0.92356, -0.20483, -1.34958], [2.61696, -0.53582, -0.94573], [1.54303, -1.90611, -1.38697], [2.52855, 0.38957, 1.27889], [0.89450, 0.97414, 0.77157], [1.09086, 0.05304, 2.31671], [0.99375, -3.08328, 1.11369], [1.48535, -6.62255, -0.15191], [2.16746, -5.56436, 0.56310], [2.27004, -5.31217, 1.91379], [3.09537, -4.17033, 2.04579], [3.41321, -3.73463, 0.75941], [-1.24275, -1.77542, 1.35614], [-0.91703, -2.25190, 2.81090], [-1.56531, -2.95418, 3.79434], [-0.60254, -3.27297, 4.80370], [0.58937, -2.71211, 4.41335], [1.92754, -2.73187, 4.96646], [0.42211, -2.12096, 3.19223], [4.21882, -2.66215, 0.33318], [4.76450, -2.36954, -0.91678], [5.46394, -1.14726, -0.78551], [5.32143, -0.74249, 0.51687], [5.84408, 0.42091, 1.20186], [4.56165, -1.64355, 1.21462], [-1.66941, -2.99945, 0.46812], [-1.50364, -3.19320, -0.88162], [-2.12358, -4.43025, -1.22814], [-2.60515, -4.96110, -0.05274], [-3.44049, -6.12838, 0.17038], [-2.28608, -4.12850, 0.99853], [2.86063, -4.61555, -0.16197], [1.52984, -7.52910, 0.46454], [0.42041, -6.36687, -0.26168], [1.91979, -6.82217, -1.14054], [1.80568, -5.86718, 2.73180], [3.46227, -3.72698, 2.96856], [-2.63128, -3.18897, 3.80681], [-0.75379, -3.87676, 5.69501], [2.00446, -2.02822, 5.80982], [2.13593, -3.73124, 5.36094], [2.69961, -2.46309, 4.23924], [4.63823, -2.98096, -1.80412], [6.00247, -0.63226, -1.57650], [6.83826, 0.63378, 0.79210], [5.22537, 1.30457, 0.99243], [5.90957, 0.28723, 2.28507], [-0.99342, -2.52565, -1.56936], [-2.24082, -4.83789, -2.23014], [-4.05625, -6.28102, -0.72115], [-2.83567, -7.03547, 0.28511], [-4.10555, -6.01923, 1.03062]],
  "atomic_forces_ev_per_a": [[1.3, -0.3, 0.0], [1.2, 1.1, -0.9], [-1.3, -0.1, -0.7], [-2.4, 1.9, 0.9], [0.0, 0.4, -0.3], [0.0, -0.5, 0.4], [-0.1, -0.2, -0.2], [0.0, 0.2, 0.1], [-0.3, -0.2, 0.0], [0.3, -0.1, 0.4], [0.1, 0.1, -0.3], [-0.5, -0.4, -1.5], [-0.9, -0.9, -0.5], [0.9, 1.2, 1.3], [-0.1, -0.3, -0.8], [0.6, 0.9, -1.1], [-1.0, -2.0, 2.2], [3.4, -2.1, 0.9], [-1.2, -0.4, 1.7], [0.2, 0.4, -0.3], [0.7, 0.3, 0.0], [-1.9, -0.7, -0.9], [1.1, 0.2, 1.1], [-0.5, 0.0, 1.1], [1.5, 1.8, -2.1], [-0.9, -0.8, 1.2], [0.0, 0.3, 0.5], [-0.3, -1.4, -1.2], [0.4, 1.2, 0.4], [-0.2, -0.7, -0.7], [-0.5, -0.4, -1.0], [0.0, 0.0, 0.3], [-0.2, -0.4, 0.7], [1.0, 1.8, -0.8], [-0.5, -1.1, 0.1], [-0.3, 0.2, -1.0], [0.0, 0.4, 1.1], [0.0, 0.1, -0.3], [0.2, -0.1, -0.2], [-0.1, 0.1, 0.3], [0.2, 0.1, -0.5], [-0.2, -0.1, -0.5], [0.5, 0.0, -0.1], [0.0, 0.3, -0.2], [0.1, -0.2, -0.2], [0.2, 0.1, 0.0], [-0.3, 0.0, 0.1], [0.1, 0.1, 0.2], [-0.1, -0.1, 0.4], [-0.1, 0.1, 0.3], [0.1, -0.1, 0.2], [0.0, 0.0, -0.2], [-0.3, 0.0, 0.2], [0.0, 0.0, 0.4], [0.0, 0.0, 0.2], [-0.2, 0.0, 0.2], [0.2, 0.0, -0.1]],
  "charge": 0,
  "relative_energy_kcal_mol": 7.5,
  "energy_ha": -1733.24854,
  "homo_energy_ha": -0.273
}